# C5H28NO8

A cluster of 9 separate species, C5H28NO8 in total in a non-equilibrium geometry (the ωB97M-V functional and the def2-TZVPD basis, the Open Molecules 2025 dataset).

Results
Relative energy (zero: lowest compared OMol25 entry of this formula, charge and spin) (kJ/mol): 326.0
Multiplicity: 1
Gap between HOMO and LUMO (Ha): 0.386
HOMO level (eV): -13.17
Net charge: +1
Total energy (eV): -23500.893

Geometry as XYZ:
```
42
Properties=species:S:1:pos:R:3:forces:R:3:lowdin_charge:R:1
H 0.97403 2.32530 2.21354 1.38 0.76 -0.70 0.029
H 0.62515 0.24532 1.67804 0.22 -0.86 0.29 0.080
H -2.84669 -1.79978 -3.00453 -0.69 -0.35 -1.28 0.041
H 3.56602 -2.50853 0.04232 0.63 -2.12 1.61 0.027
H 4.27625 -1.52292 -0.81471 -1.09 0.07 0.18 0.109
C -0.01910 -0.64471 1.60002 -0.12 -1.98 -2.53 -0.214
O 2.54953 1.63772 -1.00062 -0.01 -1.31 -1.02 -0.037
H -2.09032 1.91015 -1.31751 -1.71 0.04 -1.20 0.037
O -0.65841 2.44455 2.19632 -0.30 0.50 -0.97 -0.048
H 0.65455 2.35824 0.03162 -0.69 0.73 -0.88 0.004
H 1.66101 -1.87599 -0.25570 -2.45 1.17 -1.78 0.139
H 2.37142 2.47936 -1.39730 -0.09 0.79 -0.15 0.038
H 0.29987 3.80620 0.34411 -0.85 -2.19 -2.55 0.128
H -0.40587 -0.82986 3.74760 -0.22 0.14 -0.36 0.069
H -1.06170 2.83410 1.38812 0.48 -0.39 0.53 0.065
H 1.02717 -0.06893 -2.86996 -1.54 0.02 1.43 0.126
O -3.02962 1.81423 -1.69504 3.59 -0.34 -0.40 -0.044
H -2.18144 -0.67873 -2.28359 0.36 1.68 -0.23 -0.021
H -0.69322 -4.34626 -0.07569 -1.26 -0.49 2.57 0.011
H -1.74950 -1.77796 2.82842 2.82 2.10 -0.55 0.145
O 0.03149 3.04169 -0.34194 1.33 1.69 2.85 -0.131
H -3.49578 2.00212 -0.91617 -1.72 0.40 1.59 0.005
H 0.16701 -2.59601 -0.82285 0.36 -0.12 -0.39 0.078
N 0.79453 -1.77722 -0.95789 2.07 0.01 -0.98 0.144
H -1.74011 -1.12148 0.28231 1.10 1.06 -0.52 0.142
O -0.53343 -4.24148 -0.97227 -1.26 1.58 -4.55 -0.049
H 0.56302 -1.70813 1.45463 -1.02 2.89 0.64 0.140
H 1.29509 -1.87534 -1.92202 -1.27 -0.02 2.22 0.178
H -1.81618 -0.05088 2.84987 1.70 -0.29 -0.11 0.074
O 1.82190 2.58348 1.72333 -0.68 -0.69 0.60 -0.096
H -0.50988 0.89240 -2.56717 0.03 0.75 0.40 0.076
C 0.16061 0.16302 -2.14798 0.35 -0.04 -1.51 0.072
H -1.36345 2.20728 2.76971 -0.93 -0.29 0.91 0.053
H -1.23967 0.63872 0.27254 -0.17 -0.37 0.03 0.087
H 2.28765 3.21573 2.27281 0.09 0.05 0.18 0.063
C -0.11900 -0.51056 -1.04832 3.65 -2.01 0.00 -0.310
O 3.37856 -1.79432 -0.50807 1.11 1.81 -1.53 -0.028
C -0.85885 -0.38836 0.19635 -1.76 -0.49 2.72 -0.147
H -1.37394 -3.91837 -1.50455 2.21 -1.09 2.13 0.134
O -2.50357 -1.54570 -2.17103 -0.05 -1.67 1.38 -0.013
C -0.94580 -0.79521 2.79074 -3.88 -1.59 0.71 -0.152
H 2.73068 1.77712 -0.08751 0.26 0.48 1.25 -0.004
```
Forces are in eV/Å.


# C5H29NO12

A cluster of 11 separate species, C5H29NO12 in total in a non-equilibrium geometry (the ωB97M-V functional and the def2-TZVPD basis, the Open Molecules 2025 dataset).

Results
Relative energy (zero: lowest compared OMol25 entry of this formula, charge and spin) (kJ/mol): 3.0
Multiplicity: 2
Gap between HOMO and LUMO (spin up / spin down) (Ha): 0.367 / 0.201
HOMO level (spin up / spin down) (eV): -14.02 / -14.02
Net charge: +1
Total energy (eV): -31706.494

Geometry as XYZ:
```
47
Properties=species:S:1:pos:R:3:forces:R:3:lowdin_spin:R:1
O -1.05583 0.02296 3.37097 -0.14 0.23 -0.18 0.006
H -1.53402 1.00916 -0.01414 0.20 -0.62 0.47 0.004
O 2.77037 0.04452 -0.40380 0.24 -0.40 -0.10 0.000
C -1.49924 -1.22727 -0.26292 2.50 2.53 -1.52 0.123
O 2.72823 -2.97979 -2.00733 -0.67 0.68 0.48 0.002
H -3.99480 -0.74942 -0.83239 0.56 0.04 -0.69 0.001
H -1.98376 -1.58749 0.64189 0.48 -0.57 -0.08 0.003
H 2.38297 -2.95086 -1.10244 0.38 -0.45 -0.11 0.000
O -0.00966 2.38683 -3.16294 0.20 -0.09 -0.21 0.000
H -0.91297 2.60149 -3.41782 0.10 0.03 -0.12 0.000
H 3.45883 1.48301 2.48675 -0.36 -0.39 0.96 0.000
H -1.28995 -2.74012 2.04463 -0.39 -1.26 -0.47 0.000
H -4.08719 0.95243 -0.75515 0.22 0.39 0.17 0.004
H 0.52312 0.43778 -2.95872 -0.69 0.10 -0.36 0.000
H -1.17710 3.33635 -0.19675 0.04 0.12 0.14 0.000
H -3.75433 -0.12900 0.64668 0.40 0.85 0.01 0.000
H -1.70479 -3.96286 1.10096 0.39 -0.06 0.05 0.000
N -0.06009 -1.21868 -0.35516 -1.48 0.04 1.76 0.237
H 3.71560 -0.16461 -0.45690 -0.29 -0.08 -0.25 0.000
O 0.06499 -1.78584 1.84256 0.60 0.41 -1.03 0.098
O -1.97542 -3.41423 1.83898 -0.50 0.61 0.45 0.008
H -0.15583 -0.28536 -4.09316 -0.06 -0.11 -0.59 0.000
C -1.98000 0.21528 -0.61682 -1.62 -0.17 -0.75 0.049
H 2.32320 -2.16794 -2.34966 0.32 -0.20 -0.40 0.000
O 0.60486 1.87358 1.64167 0.05 -1.38 1.06 0.001
H -0.24543 0.29028 3.81442 -0.06 -0.21 0.36 0.000
O 3.17649 2.46522 0.92734 0.17 0.46 -0.45 0.000
H 0.31928 2.95416 -0.08990 -0.77 0.27 -0.02 0.000
H -2.45598 -1.67230 -2.33494 0.31 0.65 -0.01 0.043
H 3.56979 2.98084 0.20885 -0.02 -0.09 0.23 0.000
H -1.74310 0.52482 -1.65188 -0.01 -0.58 0.35 0.001
C -3.48666 0.12521 -0.39365 -1.16 -0.77 0.52 0.010
O -0.12780 -0.27089 -3.14093 0.67 -0.41 0.89 0.001
H 1.72274 -1.59397 0.82620 0.18 0.59 -0.85 -0.002
C -1.86955 -2.13675 -1.52442 -1.54 -1.20 -0.51 0.110
H -0.99629 -0.93881 3.27205 0.09 0.47 0.20 0.000
H -0.10919 1.35631 2.06142 -0.72 0.52 -0.55 0.000
H 0.31773 -0.63897 -1.09678 0.40 -0.24 -0.15 0.004
O -0.34398 3.37551 -0.67474 0.66 -0.31 0.32 0.001
H 2.24928 2.73604 0.98271 0.14 0.14 0.10 0.000
H 1.30730 1.42812 2.19693 0.41 0.75 -0.65 0.000
O -1.71117 -3.30276 -1.54393 0.46 0.22 0.48 0.289
H 2.81771 0.64085 3.78045 0.75 0.40 0.09 0.000
C 0.64248 -1.50215 0.80067 0.17 -1.32 1.57 0.008
H 0.03392 2.66297 -2.23601 -0.20 0.40 0.05 0.000
O 2.79227 0.85566 2.84711 -0.40 -0.31 -0.65 0.000
H 2.74298 0.66071 0.34002 -0.01 0.33 -0.04 0.000
```
Forces are in eV/Å.


# C5H29O13

A cluster of 11 separate species, C5H29O13 in total in a non-equilibrium geometry (the ωB97M-V functional and the def2-TZVPD basis, the Open Molecules 2025 dataset).

Results
Multiplicity: 2
Gap between HOMO and LUMO (spin up / spin down) (Ha): 0.385 / 0.285
HOMO level (spin up / spin down) (eV): -10.60 / -10.64
Total energy (eV): -32270.766

Geometry as XYZ:
```
47
Properties=species:S:1:pos:R:3:forces:R:3:lowdin_spin:R:1
H 2.80995 -2.59892 -1.62463 0.41 -0.32 0.04 0.000
H 1.02552 -1.46797 -2.33641 -0.15 -0.50 -0.23 0.000
H 3.31188 -0.39907 -0.69901 0.09 0.01 -0.11 0.000
H 1.70628 0.68307 -3.97548 0.37 -0.04 -0.57 0.000
C 0.19015 -0.25536 -0.85872 0.47 0.17 -0.04 0.533
H -3.49250 2.45770 0.28415 -0.07 0.02 -0.04 0.000
H -2.65646 0.44204 1.95044 -1.15 -0.62 0.54 0.000
O -2.36599 -0.45313 1.65315 0.70 2.00 -0.78 0.003
H -0.35814 3.63709 -0.94859 0.09 0.04 -0.06 0.000
O 0.30281 1.11463 2.69130 -0.07 0.11 0.20 0.001
H -0.59304 0.41218 -0.52508 -0.13 -0.15 0.04 0.023
H -2.88530 -1.36121 -0.35910 -0.07 0.09 0.07 0.000
H 1.56140 1.82072 -3.08497 0.26 0.78 -0.11 0.001
H -0.46739 -0.65054 -2.86938 0.49 0.43 0.03 0.018
H 0.13526 2.06764 0.60877 0.28 0.07 0.04 0.000
H -1.47366 -1.54550 2.47250 -0.03 -0.94 0.26 0.000
H -2.25026 0.36333 3.98455 0.21 0.03 0.27 0.000
O 2.03013 1.59160 -3.90362 -0.69 -0.63 0.75 0.001
C 1.48534 -0.10344 -0.23246 1.70 0.48 -1.05 0.121
H 1.09995 1.31150 2.17048 -0.16 -0.42 0.32 0.000
H -0.94193 2.60554 1.54495 0.24 -0.22 0.23 0.000
H -2.75136 -1.20656 -2.76735 1.02 0.28 -1.24 0.000
H -2.88324 -2.98797 -2.52417 0.64 -0.01 -1.06 0.001
H -0.96616 -2.78161 -0.77708 -0.07 0.72 0.37 0.000
O 0.16168 3.72867 -1.75967 0.07 -0.20 -0.09 0.001
O 1.89660 0.68334 0.61671 -1.05 -0.09 -0.13 0.146
O 4.37453 -1.17604 1.46664 -0.25 -0.25 0.03 0.001
H 3.66291 -0.72679 1.00320 0.01 0.26 0.29 0.000
H -2.31330 3.33711 0.66989 -0.68 0.03 -0.22 0.000
H 0.24757 0.15153 2.74483 0.29 -0.07 0.18 0.000
C 0.03524 -1.15845 -2.03819 -0.95 0.85 0.93 0.070
H -0.79209 -2.98819 2.59183 -0.24 0.02 -0.15 0.000
H 3.94956 -2.96088 -0.69863 0.11 -0.05 0.09 0.000
O -0.63469 2.64208 0.63278 -0.06 0.08 -0.15 -0.001
O -2.30092 1.27933 3.69686 -0.46 0.33 -0.04 0.000
O 3.56774 -3.19708 -1.54960 -0.26 -0.02 -0.14 0.000
C -2.39923 -2.06294 -2.22423 -2.88 -0.11 3.86 0.003
H 3.88915 -1.60511 2.18244 0.28 -0.07 0.08 0.000
O -0.79007 -2.08910 2.92236 0.48 0.57 0.23 0.002
H -1.48906 -0.05005 1.48577 0.25 -0.86 -0.43 0.002
O -3.25216 3.18799 0.86175 0.14 0.10 0.04 0.000
H -0.46404 3.95925 -2.45017 -0.03 0.08 -0.06 0.000
C -0.98396 -2.26562 -1.73766 0.49 -1.98 -2.02 0.043
O 2.46237 -0.82448 -0.87583 -0.83 0.11 0.02 0.027
O -3.32239 -1.89295 -1.03475 0.68 0.02 -0.23 0.001
H -1.44747 1.68807 3.87618 0.10 -0.26 0.06 0.000
H -0.68084 -3.11108 -2.37405 0.43 0.15 -0.04 0.004
```
Forces are in eV/Å.


# C5H2ClF5O

An isolated molecule of C5H2ClF5O in a non-equilibrium geometry (the ωB97M-V functional and the def2-TZVPD basis, the Open Molecules 2025 dataset).

Results
Relative energy (zero: lowest compared OMol25 entry of this formula, charge and spin) (kJ/mol): 0.0
Multiplicity: 1
Gap between HOMO and LUMO (Ha): 0.431
SMILES: C#C[C@](O)(C(F)(F)F)C(F)(F)Cl
HOMO level (eV): -11.18
Total energy (eV): -33372.166

Geometry as XYZ:
```
14
Properties=species:S:1:pos:R:3:forces:R:3:lowdin_charge:R:1
F -0.76885 1.52076 1.71743 -1.06 0.09 -0.20 0.117
H -2.66271 -1.98830 1.30092 1.45 0.39 -1.43 0.089
Cl 1.32489 0.13957 2.20888 -0.94 0.97 -1.48 0.632
F 2.20086 -0.06921 -0.80465 -0.51 -0.37 -0.67 0.133
F 0.77329 -1.06633 -2.19508 0.32 0.67 0.84 0.166
C -0.17007 0.22221 -0.32013 -0.52 0.45 -0.64 -0.277
O -0.76442 1.09188 -1.35976 0.36 -1.81 2.02 0.044
C -1.88006 -1.51742 0.64481 -3.63 -2.23 2.91 0.166
C -1.16176 -0.71587 0.18562 1.54 2.06 -1.75 -0.096
F 1.08371 -1.83742 -0.19848 0.35 0.32 -0.41 0.129
H -0.08860 1.62624 -1.76960 0.64 0.28 -0.06 0.098
F 0.87402 2.18817 0.53332 0.30 0.05 0.14 0.093
C 1.01926 -0.71140 -0.91990 -0.55 0.63 1.02 -0.547
C 0.22043 1.11712 0.97661 2.24 -1.51 -0.29 -0.748
```
Forces are in eV/Å.


# C5H2ClN

An isolated molecule of C5H2ClN in a non-equilibrium geometry (the ωB97M-V functional and the def2-TZVPD basis, the Open Molecules 2025 dataset).

Results
Relative energy (zero: lowest compared OMol25 entry of this formula, charge and spin) (kJ/mol): 15.4
Multiplicity: 1
Gap between HOMO and LUMO (Ha): 0.346
SMILES: C#C/C(C#N)=C/Cl
HOMO level (eV): -9.78
Total energy (eV): -19226.923

Geometry as XYZ:
```
9
Properties=species:S:1:pos:R:3:forces:R:3:lowdin_charge:R:1
H -1.05646 -1.78606 0.00606 -0.05 0.65 0.00 0.096
C -1.25258 -0.70502 0.00252 0.14 -0.44 0.00 -0.502
Cl -2.90466 -0.28139 -0.00267 0.10 0.03 0.00 0.691
C 1.11220 -0.25683 0.00121 0.44 -0.03 -0.02 -0.106
N -0.69241 2.75110 0.00041 0.20 -1.28 -0.02 0.176
H 3.28390 -0.91434 0.00046 -0.14 0.05 -0.01 0.038
C 2.26342 -0.60209 -0.00550 -0.32 0.06 0.03 0.151
C -0.50376 1.60790 -0.00333 -0.15 1.05 0.03 -0.201
C -0.24966 0.18675 0.00084 -0.21 -0.09 -0.01 -0.342
```
Forces are in eV/Å.


# C5H2FNO4

The ion C5H2FNO4 with charge -2 in a non-equilibrium geometry (the ωB97M-V functional and the def2-TZVPD basis, the Open Molecules 2025 dataset).

Results
Relative energy (zero: lowest compared OMol25 entry of this formula, charge and spin) (kJ/mol): 0.0
Multiplicity: 1
Gap between HOMO and LUMO (Ha): 0.290
SMILES: N#CCC(F)(C(=O)[O-])C(=O)[O-]
HOMO level (eV): -0.97
Net charge: -2
Total energy (eV): -17614.391

Geometry as XYZ:
```
13
Properties=species:S:1:pos:R:3:forces:R:3:lowdin_charge:R:1
O 1.48216 -1.22937 -1.36429 -0.73 0.41 -0.26 -0.094
H -0.31496 -0.35380 0.87236 -2.00 -1.38 2.00 0.097
O 3.18325 -1.31187 -0.00490 0.30 0.56 1.29 -0.073
C 1.40847 0.41090 0.45100 0.81 -0.02 -2.61 -0.266
O 3.02531 2.19685 -0.02330 -0.06 -0.24 0.04 -0.033
H -0.05839 -0.31237 -0.79664 -0.24 -0.81 -1.93 0.074
C -0.05747 0.23832 0.07654 2.13 2.58 1.62 -0.120
C 2.09463 -0.82129 -0.34913 1.17 -0.82 0.06 -0.650
F 1.61252 0.50141 1.84358 -0.04 -0.51 -0.72 -0.005
N -1.65643 2.20326 -0.00169 -0.02 0.51 0.15 0.062
C -0.70919 1.53150 -0.02915 -2.01 -0.54 0.08 -0.328
O 0.97391 2.28323 -0.93871 0.64 0.04 -0.20 -0.057
C 1.89016 1.75438 -0.24256 0.05 0.23 0.47 -0.608
```
Forces are in eV/Å.


# C5H2GaO6

A structure of composition C5H2GaO6 in a non-equilibrium geometry (the ωB97M-V functional and the def2-TZVPD basis, the Open Molecules 2025 dataset).

Results
Relative energy (zero: lowest compared OMol25 entry of this formula, charge and spin) (kJ/mol): 0.0
Multiplicity: 1
Gap between HOMO and LUMO (Ha): 0.400
HOMO level (eV): -25.52
Net charge: +3
Total energy (eV): -69841.284

Geometry as XYZ:
```
14
Properties=species:S:1:pos:R:3:forces:R:3:lowdin_charge:R:1
O 0.00207 3.29380 -0.11318 0.00 -3.99 0.27 0.343
H 0.00151 0.85386 2.57053 0.00 -1.30 0.55 0.137
O -3.29796 0.00223 -0.11186 3.49 0.01 0.09 0.348
C 2.16370 -0.00137 -0.13400 3.72 -0.03 -0.15 0.122
C -2.16403 0.00171 -0.13449 -3.70 -0.02 -0.15 0.122
O 0.00016 0.00042 -3.53095 0.00 0.02 3.77 0.392
O 3.29781 -0.00217 -0.11132 -3.51 0.02 0.09 0.348
C 0.00006 0.00103 -2.39661 0.00 -0.02 -5.36 0.134
Ga -0.00015 -0.02159 -0.39136 0.00 0.33 3.07 0.345
H 0.00191 -0.85338 2.57129 0.00 1.25 0.60 0.134
O -0.00249 -0.00098 2.07969 0.00 0.02 -2.19 -0.030
C 0.00145 2.15510 -0.09201 0.00 4.20 -0.45 0.124
O -0.00243 -3.28465 -0.11357 0.00 4.27 0.28 0.353
C -0.00160 -2.14401 -0.09216 0.00 -4.76 -0.44 0.128
```
Forces are in eV/Å.


# C5H2N2O

An isolated molecule of C5H2N2O in a non-equilibrium geometry (the ωB97M-V functional and the def2-TZVPD basis, the Open Molecules 2025 dataset).

Results
Relative energy (zero: lowest compared OMol25 entry of this formula, charge and spin) (kJ/mol): 0.0
Multiplicity: 1
Gap between HOMO and LUMO (Ha): 0.352
SMILES: N#C/C=C\C(=O)C#N
HOMO level (eV): -11.49
Total energy (eV): -10242.734

Geometry as XYZ:
```
10
Properties=species:S:1:pos:R:3:forces:R:3:lowdin_charge:R:1
C -0.89279 0.71034 -0.69793 -1.21 -0.21 -0.49 -0.362
H 0.83394 0.06402 2.29074 -0.07 -0.11 0.13 0.116
C -0.32458 0.68479 0.67136 -0.46 0.33 0.53 -0.007
N 1.75498 -2.05021 0.03125 -0.13 0.36 0.42 0.190
C 0.57183 -0.12011 1.26003 -0.29 0.54 -0.54 -0.053
C -0.42112 -0.19978 -1.75887 -0.09 1.07 1.26 -0.130
N -0.07888 -0.73453 -2.70044 0.45 -0.93 -1.19 0.204
O -1.84353 1.41623 -0.99295 1.15 -0.41 0.66 0.128
H -0.85127 1.41656 1.29024 0.39 -0.09 -0.13 0.129
C 1.25143 -1.18730 0.60655 0.24 -0.54 -0.65 -0.215
```
Forces are in eV/Å.


Among the records above, which one has the lowest total energy? C5H2GaO6


Look up the total energy of the sixth one. -17614.391 eV


Repeat the fourth record exactly.
# C5H2ClF5O

An isolated molecule of C5H2ClF5O in a non-equilibrium geometry (the ωB97M-V functional and the def2-TZVPD basis, the Open Molecules 2025 dataset).

Results
Relative energy (zero: lowest compared OMol25 entry of this formula, charge and spin) (kJ/mol): 0.0
Multiplicity: 1
Gap between HOMO and LUMO (Ha): 0.431
SMILES: C#C[C@](O)(C(F)(F)F)C(F)(F)Cl
HOMO level (eV): -11.18
Total energy (eV): -33372.166

Geometry as XYZ:
```
14
Properties=species:S:1:pos:R:3:forces:R:3:lowdin_charge:R:1
F -0.76885 1.52076 1.71743 -1.06 0.09 -0.20 0.117
H -2.66271 -1.98830 1.30092 1.45 0.39 -1.43 0.089
Cl 1.32489 0.13957 2.20888 -0.94 0.97 -1.48 0.632
F 2.20086 -0.06921 -0.80465 -0.51 -0.37 -0.67 0.133
F 0.77329 -1.06633 -2.19508 0.32 0.67 0.84 0.166
C -0.17007 0.22221 -0.32013 -0.52 0.45 -0.64 -0.277
O -0.76442 1.09188 -1.35976 0.36 -1.81 2.02 0.044
C -1.88006 -1.51742 0.64481 -3.63 -2.23 2.91 0.166
C -1.16176 -0.71587 0.18562 1.54 2.06 -1.75 -0.096
F 1.08371 -1.83742 -0.19848 0.35 0.32 -0.41 0.129
H -0.08860 1.62624 -1.76960 0.64 0.28 -0.06 0.098
F 0.87402 2.18817 0.53332 0.30 0.05 0.14 0.093
C 1.01926 -0.71140 -0.91990 -0.55 0.63 1.02 -0.547
C 0.22043 1.11712 0.97661 2.24 -1.51 -0.29 -0.748
```
Forces are in eV/Å.